{"formula": "C39H44N6O3Pd", "method": "wB97M-V/def2-TZVPD", "symbols": ["C", "H", "N", "H", "H", "C", "H", "C", "C", "C", "H", "H", "N", "C", "H", "C", "C", "H", "C", "N", "C", "C", "C", "H", "H", "H", "C", "C", "H", "H", "H", "H", "H", "H", "O", "H", "H", "C", "H", "H", "Pd", "H", "H", "H", "C", "H", "C", "O", "C", "C", "H", "H", "C", "H", "C", "H", "N", "H", "H", "C", "C", "H", "O", "C", "C", "C", "C", "H", "H", "C", "H", "C", "H", "C", "H", "C", "C", "N", "N", "H", "C", "C", "C", "C", "H", "C", "H", "H", "H", "C", "C", "H", "H"], "coordinates": [[-3.8625, -1.1174, 6.1086], [3.3035, -0.9722, -2.6184], [1.2778, 0.6020, 1.9433], [-2.9422, -1.6746, 6.2970], [1.1639, 2.3718, -4.5877], [0.6848, 2.4848, -1.5312], [-3.8162, -0.1985, 6.6930], [1.3416, -3.6576, -3.4412], [-5.0576, -1.2320, 2.5019], [-3.2507, 0.4027, 2.6848], [-0.2644, -2.0737, 5.2024], [1.8071, -3.3615, 1.3120], [1.0918, -0.5487, -1.4115], [-2.2925, -2.5004, 0.2230], [-2.6005, 2.5406, -0.8094], [1.6755, -2.4794, 0.6884], [0.9315, 3.9091, -1.7358], [-5.1651, -0.6257, -0.0067], [5.9356, 1.8787, -3.9053], [-1.8057, -1.7105, -2.0237], [2.2991, 4.4142, -2.0773], [0.3977, -0.8513, 3.5965], [5.1440, 1.0243, -3.1617], [0.9731, -1.5844, -3.8454], [2.5395, -1.8276, 0.8366], [5.5708, 0.4360, -2.3599], [2.4163, 0.5238, 4.0619], [1.5381, -2.8744, -0.7509], [-1.8687, 2.0094, 2.9455], [-3.0276, -3.3240, -1.5215], [1.8801, -4.9457, -0.3674], [-6.6704, -1.4486, 1.0525], [3.1447, 1.2509, 3.7284], [-2.5426, -1.3258, -2.6137], [-3.0067, -3.1709, 0.9331], [2.5777, 2.1828, -2.1281], [1.6637, 1.3922, -5.9509], [4.0095, 2.5045, -5.1961], [1.2606, -3.9520, -4.4785], [0.5282, 0.2498, 1.3612], [-1.0876, -0.0718, -0.7580], [-2.2423, 4.9302, -1.2475], [-1.6131, 1.0761, 1.4566], [2.3123, 5.5010, -2.0629], [1.8981, 0.2970, -1.9419], [-5.5909, -2.2035, 4.3260], [1.6894, -4.2055, -1.1332], [-3.4209, 0.2556, -0.3346], [3.1920, 1.6311, -4.4778], [-4.1889, -0.3013, 1.8948], [-2.9438, 2.2148, 1.5589], [-0.0057, 5.8150, -1.7820], [-6.0679, -2.0451, 1.7360], [1.8836, 1.3235, 1.5872], [-2.3725, 1.4865, 2.1320], [3.2606, 0.2714, 5.9940], [3.0194, -0.0030, -2.6421], [-6.7478, -2.5322, 2.4306], [-2.4715, 0.6845, 4.6479], [1.5027, -0.9519, 5.7247], [1.3731, 0.1136, 3.1745], [-4.6933, -1.7171, 6.4728], [-1.4500, -1.5903, 0.6132], [-3.1753, 0.1300, 4.0364], [-1.4048, 4.2486, -1.3117], [-4.2596, -0.2008, 0.4452], [1.1891, -2.3271, -3.0854], [2.6098, 4.0952, -3.0774], [0.7707, -1.9701, 1.0187], [-0.1382, 4.7540, -1.6227], [1.2707, 0.6185, -4.4235], [-0.5820, 1.9520, -1.1345], [1.7292, -5.6412, -2.7210], [1.5981, -4.6018, -2.4572], [6.9914, 1.9617, -3.6915], [-1.6019, 2.8762, -1.0615], [3.7843, 0.9090, -3.4398], [1.7632, 1.6969, -1.7681], [-2.3080, -2.7117, -1.1662], [3.5725, 3.0739, -6.0068], [1.2875, -1.9340, -1.7499], [1.7455, 1.4906, -4.8696], [-3.9985, -0.8206, 4.6442], [-4.9375, -1.4740, 3.8660], [-5.5606, -2.8234, 1.1637], [2.4728, -0.0155, 5.3128], [1.5548, -1.3638, 6.7227], [3.0569, 4.0688, -1.3697], [-0.3789, -1.1571, 2.9009], [5.3593, 2.6317, -4.9217], [0.4706, -1.3585, 4.8614], [5.9675, 3.3029, -5.5112], [-1.0657, -2.1097, -2.5994]], "atomic_forces_ev_per_a": [[-0.004, 0.021, -0.016], [-0.060, -0.010, -0.104], [-0.207, -0.212, 0.468], [0.006, -0.009, 0.023], [-0.023, 0.021, 0.021], [0.138, -0.103, 0.004], [0.003, 0.007, 0.006], [-0.008, 0.014, -0.001], [0.000, -0.034, 0.024], [-0.054, 0.004, 0.009], [-0.007, -0.028, -0.024], [0.030, -0.012, 0.007], [-0.207, -0.234, 0.025], [0.185, 0.099, -0.136], [0.008, 0.000, 0.012], [-0.026, 0.009, 0.014], [-0.048, -0.154, 0.111], [0.018, 0.048, 0.030], [-0.028, 0.012, -0.010], [-0.242, -0.216, 0.047], [0.003, 0.066, -0.023], [0.016, 0.017, -0.036], [0.014, 0.054, 0.030], [0.043, 0.019, -0.022], [-0.007, 0.045, 0.022], [0.008, -0.011, 0.026], [-0.053, -0.006, -0.009], [0.086, -0.024, -0.035], [0.002, 0.018, -0.014], [0.014, 0.110, -0.024], [0.020, -0.017, 0.018], [-0.029, 0.006, 0.027], [0.021, 0.010, -0.010], [0.043, -0.058, 0.104], [-0.042, -0.170, 0.063], [0.056, 0.038, 0.054], [-0.004, 0.007, -0.015], [0.018, 0.011, -0.008], [-0.001, -0.005, -0.015], [0.018, 0.118, -0.345], [0.519, 0.169, -0.182], [-0.043, 0.017, 0.003], [-0.073, 0.060, 0.042], [0.002, 0.004, -0.024], [0.241, 0.387, 0.121], [-0.033, -0.016, 0.015], [-0.044, -0.014, -0.061], [-0.002, 0.233, 0.111], [0.010, -0.012, -0.071], [0.052, -0.094, -0.008], [-0.007, 0.017, -0.051], [0.011, 0.028, -0.008], [0.006, -0.009, 0.011], [0.073, -0.011, 0.001], [0.112, -0.089, -0.045], [0.008, 0.024, 0.022], [-0.072, -0.069, 0.104], [-0.011, -0.013, 0.003], [0.000, 0.039, 0.019], [-0.046, -0.012, -0.049], [-0.009, -0.002, -0.024], [-0.007, -0.007, 0.008], [0.114, -0.053, 0.268], [-0.023, -0.035, -0.042], [0.017, -0.013, 0.033], [-0.019, -0.043, -0.047], [-0.109, -0.084, -0.016], [0.014, -0.017, -0.017], [0.001, -0.018, -0.016], [0.057, -0.015, -0.023], [0.003, -0.006, -0.003], [-0.226, 0.161, -0.249], [-0.021, -0.036, -0.005], [0.002, 0.031, 0.027], [0.027, -0.006, -0.004], [0.043, -0.038, -0.009], [0.026, -0.028, 0.062], [-0.268, -0.139, -0.108], [-0.060, -0.082, 0.016], [-0.004, 0.007, -0.028], [0.120, 0.127, 0.016], [-0.023, -0.010, -0.015], [-0.003, 0.012, -0.016], [0.035, 0.034, -0.057], [0.017, 0.002, -0.019], [-0.011, 0.017, -0.057], [0.011, -0.012, 0.028], [0.004, 0.005, 0.024], [-0.065, 0.012, -0.010], [-0.003, -0.032, 0.026], [0.040, 0.032, 0.031], [0.013, 0.027, -0.010], [-0.099, 0.119, -0.013]], "orbital_gap_ev": [8.195, 4.848], "lumo_energy_ev": [-4.61, -8.25], "e_tot_ha": -2194.0995, "relative_energy_kcal_mol": 21.1, "charge": 2, "fmax_ev_per_a": 0.576, "mol_weight_g_mol": 751.2, "s_squared": 6.055, "homo_energy_ev": [-12.8, -13.1], "multiplicity": 5}